# 1
Below is an isolated ion of composition C3H9N2OS and charge -1 at a distorted geometry, with properties calculated with ωB97M-V with the def2-TZVPD basis set.

CARTESIAN COORDINATES (ANGSTROEM)
C  -0.10192  -1.76113  0.08356
C  1.18173  -0.04151  1.18314
C  0.30318  2.00316  -1.32403
N  0.51601  -0.46753  -0.01461
N  -2.41575  -0.11372  0.06208
O  -3.11758  -0.94843  -0.64755
S  -1.07573  0.71226  -0.15415
H  -0.86092  -1.70419  -0.75510
H  0.61605  -2.60287  0.01438
H  -0.60876  -1.98006  1.10209
H  1.08140  -0.70983  2.10674
H  2.29668  0.14984  1.03468
H  0.72963  0.96571  1.48989
H  1.19574  1.43750  -1.23644
H  0.29690  2.80393  -0.61327
H  -0.03665  2.25687  -2.33140

Results
Net charge ... -1
LUMO level (alpha / beta) ... 3.96 / 4.05 eV
Relative energy (zero: lowest compared OMol25 entry of this formula, charge and spin) ... 799.6 kJ/mol

How is the electron density shared among the atoms? According to natural (NBO), the charges in e are: C -0.4407; C -0.4423; C -0.8368; N -0.6399; N -0.3528; O -0.5909; S 0.6750; H 0.2329; H 0.1657; H 0.1478; H 0.1614; H 0.1661; H 0.1923; H 0.2014; H 0.1764; H 0.1845

# 2
Below is an isolated molecule of C3H9N2P at a distorted geometry, with properties calculated with ωB97M-V with the def2-TZVPD basis set.

CARTESIAN COORDINATES (ANGSTROEM)
C  -3.00183  0.29283  -0.03505
C  2.40212  0.58296  0.50174
C  0.90699  -1.00453  -0.47958
N  -1.68795  -0.20904  0.02287
N  1.05501  0.28043  0.13897
P  -0.29566  1.22810  0.26651
H  -3.67448  -0.20894  -0.81058
H  -3.11616  1.27618  -0.36766
H  -3.58015  0.07613  0.84212
H  3.02871  0.18063  -0.27359
H  2.51140  1.61048  0.54580
H  2.61900  0.10952  1.43373
H  1.02075  -1.75517  0.28942
H  -0.00535  -1.34052  -0.97632
H  1.81759  -1.11906  -1.09838

Results
Multiplicity ... 3
⟨S²⟩ ... 2.01
LUMO level (alpha / beta) ... 1.03 / -0.89 eV
Relative energy (zero: lowest compared OMol25 entry of this formula, charge and spin) ... 0.0 kJ/mol

How is the electron density shared among the atoms? According to natural (NBO), the charges in e are: C -0.5189; C -0.3912; C -0.4237; N -0.4808; N -0.7002; P 0.6783; H 0.2092; H 0.1794; H 0.2270; H 0.1952; H 0.2093; H 0.1953; H 0.1878; H 0.2546; H 0.1789

# 3
Below is an isolated ion of composition C3H9N2S and charge -1 at a distorted geometry, with properties calculated with ωB97M-V with the def2-TZVPD basis set.

CARTESIAN COORDINATES (ANGSTROEM)
N  -1.01833  -2.54903  -0.23017
C  -0.06901  -1.54560  0.29054
N  -0.32323  -0.23017  -0.29486
C  0.39375  0.85446  0.41665
C  0.65155  2.07627  -0.48479
S  1.85618  3.21937  0.32611
H  -1.91612  -2.38262  0.21535
H  -1.19342  -2.26283  -1.18361
H  0.89013  -1.91809  -0.07140
H  -0.05071  -1.42824  1.38035
H  -1.29113  0.00620  -0.14809
H  -0.16939  1.29285  1.24993
H  1.37687  0.54930  0.76895
H  1.15191  1.78835  -1.41465
H  -0.28906  2.52979  -0.82031

Results
Net charge ... -1
LUMO level ... 3.72 eV
Relative energy (zero: lowest compared OMol25 entry of this formula, charge and spin) ... 86.6 kJ/mol
Structure (SMILES) ... NCNCC[S-]

How is the electron density shared among the atoms? According to natural (NBO), the charges in e are: N -0.8343; C -0.0466; N -0.6507; C -0.2669; C -0.5129; S -0.7448; H 0.3314; H 0.3524; H 0.1695; H 0.1553; H 0.3327; H 0.1698; H 0.2022; H 0.1810; H 0.1618

# 4
Below is a 2-piece molecular cluster, C3H9N2S overall, with properties calculated with ωB97M-V with the def2-TZVPD basis set.

CARTESIAN COORDINATES (ANGSTROEM)
C  -0.14856  0.30568  -0.20982
C  -2.61211  -0.30580  0.32669
C  -1.13837  -0.58925  0.41104
N  0.50175  1.41273  -0.26414
N  -0.37391  -0.79608  -0.83280
S  3.45332  -0.06203  0.10943
H  -3.00355  -0.10726  1.31939
H  -3.13363  -1.17423  -0.06764
H  -2.82461  0.54399  -0.31476
H  -0.82234  -1.19764  1.25430
H  1.17349  1.58892  -1.00397
H  0.43377  2.09246  0.48375
H  4.26734  -1.08641  -0.08397
H  -0.20684  -1.36328  -1.64080
H  4.43424  0.73820  0.51330

Results
Net charge ... +1
LUMO level ... -3.08 eV
Relative energy (zero: lowest compared OMol25 entry of this formula, charge and spin) ... 172.6 kJ/mol

How is the electron density shared among the atoms? According to natural (NBO), the charges in e are: C 0.5457; C -0.6496; C -0.0088; N -0.6962; N -0.5061; S -0.3431; H 0.2510; H 0.2494; H 0.2305; H 0.2312; H 0.4459; H 0.4454; H 0.1731; H 0.4599; H 0.1718

# 5
Below is C3H9N3 as an isolated structure, with properties calculated with ωB97M-V with the def2-TZVPD basis set.

CARTESIAN COORDINATES (ANGSTROEM)
C  -0.27426  0.51258  -0.11867
C  0.05339  1.91036  -0.57455
N  -1.33088  -0.08872  -0.77933
N  0.46822  -1.94552  0.63305
C  0.23339  -1.00228  1.53518
N  -0.06624  0.23426  1.18953
H  1.07597  -0.30744  -0.77632
H  -1.49416  -1.05400  -0.52931
H  -1.36767  0.06815  -1.77508
H  0.97625  -1.17576  -0.36547
H  0.96417  -2.75278  0.99232
H  0.38109  -1.18163  2.60002
H  1.00766  2.21920  -0.15579
H  -0.72508  2.58770  -0.21327
H  0.09816  1.97589  -1.66233

Results
LUMO level ... 1.04 eV
Relative energy (zero: lowest compared OMol25 entry of this formula, charge and spin) ... 253.3 kJ/mol

How is the electron density shared among the atoms? According to natural (NBO), the charges in e are: C 0.4768; C -0.6552; N -0.8150; N -0.8268; C 0.2963; N -0.5818; H -0.1443; H 0.3998; H 0.3803; H 0.2415; H 0.3753; H 0.1685; H 0.2385; H 0.2336; H 0.2127

# 6
Below is an isolated molecule of C3H9N3 at a distorted geometry, with properties calculated with ωB97M-V with the def2-TZVPD basis set.

CARTESIAN COORDINATES (ANGSTROEM)
N  -1.69271  1.04729  0.05745
N  -0.85028  -0.09174  0.43494
N  -1.64722  -1.26696  0.11747
C  0.34847  -0.03361  -0.34350
C  1.59437  0.64910  0.27696
C  1.50930  -0.88648  0.20421
H  -1.03025  1.75769  -0.27293
H  -2.15694  1.44310  0.87208
H  -2.60745  -1.01290  0.24758
H  -1.53020  -1.71096  -0.76763
H  0.04740  -0.03467  -1.33923
H  1.63473  1.18469  1.10924
H  2.22879  1.12813  -0.40591
H  2.08345  -1.44446  -0.44958
H  1.36988  -1.42409  1.13238

Results
LUMO level ... 1.26 eV
Relative energy (zero: lowest compared OMol25 entry of this formula, charge and spin) ... 382.4 kJ/mol
Structure (SMILES) ... NN(N)C1CC1

How is the electron density shared among the atoms? According to natural (NBO), the charges in e are: N -0.7092; N -0.1431; N -0.6918; C -0.1000; C -0.4038; C -0.4004; H 0.3486; H 0.3544; H 0.3583; H 0.3364; H 0.1885; H 0.2154; H 0.2069; H 0.2101; H 0.2297